Density functional theory data (ωB97M-V with the def2-TZVPD basis set) for C5H23B2Cl4Co2N5O26 as an isolated structure.

Last column: natural (NBO) charge in e.
Element x y z (Å)
Co: -5.9930 -11.1224 19.8109  1.64
Co: -3.7501 -13.7681 22.7233  1.53
Cl: -8.8652 -10.0170 21.5315  2.57
O: -8.8375 -8.6555 22.0070  -0.87
O: -9.7562 -10.1468 20.4194  -0.83
O: -7.4963 -10.3620 21.0933  -0.99
O: -9.2107 -10.9236 22.5725  -0.80
Cl: -6.7197 -15.2724 23.6569  2.57
O: -6.9570 -16.1123 24.7984  -0.85
O: -5.4436 -14.5770 23.8459  -0.95
O: -6.6022 -16.0826 22.4597  -0.89
O: -7.7597 -14.3086 23.5203  -0.80
Cl: -2.9581 -11.9343 18.1172  2.57
O: -4.3546 -11.6035 18.3677  -0.93
O: -2.7432 -11.9976 16.7025  -0.84
O: -2.1270 -10.8997 18.6883  -0.88
O: -2.6626 -13.2063 18.7249  -0.86
Cl: -8.7678 -13.4203 19.1943  2.57
O: -7.4606 -12.7265 19.2460  -0.99
O: -8.4897 -14.7260 18.6373  -0.88
O: -9.3030 -13.5269 20.5029  -0.79
O: -9.6313 -12.6845 18.3180  -0.84
B: -4.8238 -12.2649 21.3639  -0.76
H: -5.5178 -12.7572 20.5463  0.00
H: -4.8453 -11.0882 21.3011  -0.01
H: -5.1567 -12.6136 22.4386  0.01
H: -3.6999 -12.5979 21.0788  0.01
B: -2.6034 -12.8600 24.5545  -0.68
H: -3.3473 -12.3144 23.8210  -0.05
H: -1.5239 -12.3449 24.6101  -0.02
H: -3.1146 -13.0148 25.6211  0.00
H: -2.4171 -13.9450 24.1133  -0.07
C: -5.6268 -16.0313 19.3860  -0.49
N: -4.3001 -15.9006 20.0665  0.59
O: -4.2418 -15.0304 20.9061  -0.43
O: -3.3865 -16.6394 19.7480  -0.41
H: -5.5797 -16.8396 18.6680  0.21
H: -5.7684 -15.0739 18.8877  0.27
H: -6.3587 -16.1883 20.1751  0.29
C: -6.7383 -7.8916 24.2993  -0.48
N: -6.2011 -9.2562 24.1131  0.54
O: -6.8208 -10.1766 24.5807  -0.32
O: -5.1104 -9.3623 23.5733  -0.42
H: -6.7294 -7.4196 23.3203  0.25
H: -6.0838 -7.3512 24.9784  0.21
H: -7.7469 -7.9481 24.6878  0.23
C: -3.1364 -8.1400 20.7261  -0.48
N: -4.6108 -8.1497 20.5384  0.57
O: -5.0935 -9.1507 20.0341  -0.46
O: -5.2586 -7.2286 20.9648  -0.34
H: -2.7333 -7.2421 20.2679  0.22
H: -2.7239 -9.0178 20.2452  0.26
H: -3.0403 -8.1397 21.8084  0.27
C: -0.3257 -15.2258 20.2979  -0.48
N: -0.9155 -15.0111 21.6456  0.55
O: -0.5375 -15.7083 22.5597  -0.34
O: -1.7721 -14.1400 21.7191  -0.42
H: 0.7348 -15.4052 20.4666  0.21
H: -0.5147 -14.3319 19.7158  0.25
H: -0.7361 -16.1385 19.8775  0.26
C: -0.0516 -11.5286 21.0708  -0.50
N: -0.7693 -10.3718 21.6476  0.54
O: -0.1803 -9.3039 21.7406  -0.43
O: -1.8924 -10.5602 22.0361  -0.33
H: 0.0352 -12.2729 21.8531  0.24
H: 0.8965 -11.1201 20.7281  0.21
H: -0.5630 -11.8702 20.1737  0.27

Atomic forces in eV per Å
Co -0.9505 -1.0384 0.7835
Co 0.0523 0.5914 0.7792
Cl -0.4888 -0.7533 -0.1001
O 0.1944 0.0547 0.0256
O 0.1833 0.2602 -0.0598
O 0.8059 0.2761 -0.3254
O -0.0229 0.2943 0.1196
Cl -0.9105 -0.4687 -0.6223
O 0.2968 0.0560 -0.0427
O 1.2355 0.2624 0.1992
O 0.0423 0.0419 0.2264
O 0.2465 -0.0455 0.0042
Cl 0.2727 -0.1709 -0.0287
O -0.6825 0.2684 -0.0966
O -0.1525 0.0302 0.0723
O -0.0014 0.0168 0.1592
O 0.0768 0.1494 -0.0136
Cl 0.0444 -0.1105 -0.4611
O 0.7504 0.6126 -0.1058
O -0.0475 0.0644 0.0687
O 0.0024 0.0477 0.0988
O 0.0169 -0.0290 0.0052
B 0.7053 -0.1829 -0.3243
H -0.5550 -0.6679 -0.6381
H 0.0801 1.0274 0.4622
H -0.8770 0.0194 0.6455
H 0.4088 -0.0314 0.0118
B 0.2920 -0.2798 1.0229
H -0.8197 1.0073 -0.8235
H 0.2614 0.2685 -0.2519
H -0.1962 0.1444 0.2525
H 0.0688 -1.6493 -0.4131
C 0.3404 0.2428 -0.0423
N -0.5191 -0.4043 -0.3328
O 0.2501 -0.2661 0.2707
O 0.0402 0.2467 0.2631
H 0.1139 -0.0866 0.0636
H -0.3160 0.0104 0.1180
H -0.0540 0.1900 -0.0375
C -0.2043 0.4539 -0.4241
N 0.4527 -0.4339 0.5164
O -0.2187 -0.0425 0.0021
O -0.0643 0.3352 -0.2810
H -0.0349 0.0159 0.0141
H 0.1412 -0.1593 0.0030
H -0.0241 -0.1799 -0.0419
C -0.1333 0.0670 -0.0668
N -0.1540 -0.3157 0.3032
O -0.0489 0.2767 -0.6928
O 0.1066 0.1273 -0.2233
H -0.1531 0.1742 0.1642
H -0.1101 -0.1451 0.1321
H 0.3885 -0.0749 -0.0325
C 0.7526 0.0530 0.2805
N -0.3476 -0.2470 0.1396
O -0.1700 0.1765 -0.2916
O 0.3108 -0.2581 -0.2703
H 0.0120 0.1460 -0.0291
H -0.2103 -0.1663 -0.2037
H -0.4515 0.1710 0.0073
C 0.7604 0.5018 -0.7114
N -0.3900 -0.0178 0.3527
O 0.1799 0.0483 -0.2346
O -0.2014 -0.1053 -0.0103
H -0.0431 -0.0686 -0.0186
H 0.1958 -0.2413 0.3398
H -0.5289 -0.0896 0.3445

Calculated values
Total charge: -2
2S+1: 7
Energy in Ha: -7088.8625
Frontier orbital gap (spin up / spin down) in eV: 8.2100 / 8.1547
HOMO (spin up / spin down) in eV: -4.86 / -4.85
Lowest unoccupied orbital energy (spin up / spin down) in eV: 3.4 / 3.3
Energy above the lowest of the compared OMol25 structures with the same formula, charge and spin in kJ/mol: 0.00

Density functional theory data (ωB97M-V with the def2-TZVPD basis set) for a 5-piece molecular cluster, C5H23N2O4S overall.

Last column: natural (NBO) charge in e.
Element x y z (Å)
N: -1.5592 0.7435 1.8456  -0.70
C: -1.0889 -0.2450 0.7958  -0.04
C: 0.4031 -0.0881 0.5433  -0.47
C: 1.2677 -0.8446 1.5502  -0.53
S: 2.7889 -1.5487 0.8615  -0.01
C: -1.9922 -0.1490 -0.4075  -0.25
N: -1.6048 -1.2226 -1.3531  -0.61
C: -2.6848 -1.5091 -2.3062  -0.42
H: -1.3204 1.7375 1.5932  0.48
H: -2.5538 0.6391 2.0166  0.43
H: -1.0196 0.6194 2.7061  0.43
H: -1.2187 -1.2112 1.2796  0.22
H: 0.6363 0.9781 0.5528  0.23
H: 0.6784 -0.3660 -0.4713  0.26
H: 1.4129 -0.2806 2.4668  0.22
H: 0.7363 -1.7732 1.7814  0.22
H: 3.5502 -0.4459 0.8614  0.13
H: -3.0439 -0.2274 -0.0881  0.17
H: -1.9098 0.7681 -0.9985  0.21
H: -1.5063 -2.0658 -0.8023  0.36
H: -3.6683 -1.5040 -1.8275  0.17
H: -2.5496 -2.4800 -2.7022  0.21
H: -2.7140 -0.8149 -3.1435  0.20
H: 0.1950 3.6483 2.2505  0.50
H: 0.1966 3.2424 0.7008  0.53
O: -0.0713 2.9868 1.6086  -1.02
H: -1.1526 -4.3543 -0.0088  0.48
H: 0.1765 -4.0537 0.6830  0.48
O: -0.7380 -3.7556 0.6249  -0.96
H: 1.8901 4.0814 -0.9282  0.50
H: 0.8398 3.1524 -1.6040  0.51
O: 1.0918 3.5741 -0.7639  -0.99
H: 1.0736 2.1379 -4.1759  0.50
H: 1.3307 1.4314 -2.8482  0.48
O: 1.0080 2.2613 -3.2241  -0.97

Atomic forces in eV per Å
N 0.7090 0.5504 -0.1941
C 0.2656 -0.0471 0.2690
C 0.3511 0.9946 -0.2344
C -0.4057 -0.5941 -0.4852
S 0.1795 0.3150 0.1629
C 0.1738 -0.6201 -1.2684
N -0.7929 0.2083 0.5471
C -0.2129 0.8534 0.3771
H -0.0187 -0.2741 0.0037
H -0.1187 -0.0103 0.1984
H -0.3281 -0.1969 0.0302
H -0.3355 -0.2441 -0.1609
H 0.1535 0.0753 0.1899
H -0.4263 -0.5311 -0.0181
H 0.2750 -0.0773 0.1284
H -0.0580 0.1395 0.3369
H -0.0261 0.0281 -0.0151
H -0.0101 -0.0937 0.0294
H 0.1423 0.3461 0.4810
H 0.3213 -0.1541 0.1136
H -0.1399 0.0776 0.0284
H 0.2934 -1.0246 -0.5160
H 0.1447 0.1892 0.0698
H 0.0596 0.2476 -0.2597
H 0.4899 0.4733 0.2283
O -0.5491 -0.5462 0.0551
H 0.0685 -0.0431 0.1528
H -0.0149 -0.0636 -0.0321
O -0.0626 0.1261 -0.1382
H 0.0107 0.0113 -0.0931
H 0.2563 0.3804 -0.0834
O -0.3912 -0.3078 0.0789
H -0.0676 0.1572 -0.0560
H -0.0087 0.0594 -0.1619
O 0.0730 -0.4047 0.2358

Calculated values
Total charge: +1
Energy in Ha: -1012.7344
Frontier orbital gap in eV: 9.3200
HOMO in eV: -12.03
Lowest unoccupied orbital energy in eV: -2.7
Energy above the lowest of the compared OMol25 structures with the same formula, charge and spin in kJ/mol: 8.06

Density functional theory data (ωB97M-V with the def2-TZVPD basis set) for a 7-piece molecular cluster, C5H23N2O7 overall.

Last column: natural (NBO) charge in e.
Element x y z (Å)
O: 2.1954 1.3069 1.3208  -0.60
C: 2.7338 0.2478 1.5694  0.47
C: 2.1683 -1.0419 1.0886  -0.54
C: 0.8193 -0.8583 0.3420  -0.43
C: 1.0118 -0.7249 -1.1936  -0.23
N: -0.3925 1.7566 -2.4003  -0.72
C: 0.8569 1.7406 -2.0038  0.40
N: 1.4571 0.6918 -1.5134  -0.50
H: 3.6997 0.2944 2.0825  0.15
H: 2.8297 -1.4526 0.3010  0.25
H: 2.1854 -1.8190 1.8441  0.26
H: 0.1522 -0.0951 0.7626  0.24
H: 0.2814 -1.8066 0.4634  0.25
H: 1.8823 -1.3409 -1.3731  0.24
H: 0.1335 -0.9775 -1.7656  0.23
H: -0.9671 0.9977 -2.0404  0.43
H: -0.8502 2.6090 -2.6670  0.44
H: 1.5009 2.6106 -2.0557  0.23
H: 2.4351 0.7720 -1.2902  0.42
H: 0.7091 4.0891 1.5407  0.50
H: 1.0152 2.6215 1.0643  0.51
O: 0.3872 3.3614 1.0015  -0.99
H: -3.0202 -0.7306 3.2014  0.48
H: -2.3676 0.4466 2.5669  0.49
O: -3.1890 -0.0649 2.5222  -0.96
H: 1.3289 -3.5481 -1.9412  0.48
H: 1.1304 -4.0830 -0.4756  0.49
O: 1.7721 -3.7717 -1.1171  -0.96
H: -3.4178 -0.5684 0.6097  0.51
H: -4.3370 -0.9761 -0.4329  0.48
O: -3.3866 -0.8133 -0.3375  -0.97
H: -1.0673 2.4399 1.1758  0.50
H: -2.5839 2.1830 1.3655  0.48
O: -1.7857 1.7890 0.9944  -1.00
H: -2.5922 -3.5557 -0.8247  0.47
H: -2.3436 -2.0440 -0.8046  0.50
O: -1.9101 -2.9056 -1.0180  -1.00

Atomic forces in eV per Å
O 0.1382 -0.0217 0.1164
C 0.0369 0.5321 -0.3379
C -0.3574 0.1964 -1.3410
C -0.6102 -1.0627 0.1247
C 0.2454 1.8631 1.4740
N -0.1759 -0.5964 0.6429
C 0.7102 -0.3948 0.3514
N 0.2211 -1.3158 0.0104
H 0.1103 -0.4098 0.2514
H 0.3575 0.1328 0.5733
H -0.2232 0.0368 0.3376
H 0.3504 -0.0083 -0.1406
H -0.0374 0.1573 -0.0886
H -0.1963 -0.2433 -0.8932
H -0.1424 -0.2624 -0.1744
H -0.2731 0.3065 -0.3839
H -0.0019 0.1450 0.0172
H -0.3665 0.2226 -0.3372
H 0.0285 0.6409 -0.0361
H 0.1391 -0.1199 0.0608
H 0.1452 0.3413 0.2877
O -0.0683 -0.0829 -0.3579
H -0.4677 -0.1384 -0.0721
H -0.1179 0.2306 -0.5119
O 0.4947 -0.2659 0.4091
H -0.3799 -0.3591 0.2230
H -0.3909 -0.0768 -0.3071
O 0.6788 0.3842 0.0691
H 0.8542 0.1444 0.0687
H 0.1719 -0.1518 -0.7266
O -1.1126 0.4798 0.8408
H -0.4147 -0.1405 -0.1920
H -0.0100 0.0145 -0.1836
O 0.3024 0.1741 0.2873
H 0.0782 -0.0482 -0.0535
H 0.0478 -0.6665 -0.0347
O 0.2355 0.3627 0.0265

Calculated values
Total charge: +1
Energy in Ha: -840.2886
Frontier orbital gap in eV: 10.9224
HOMO in eV: -13.47
Lowest unoccupied orbital energy in eV: -2.6
Energy above the lowest of the compared OMol25 structures with the same formula, charge and spin in kJ/mol: 118.17